(1)
Computed, not measured: a 8-piece molecular cluster, C36H60F18N2O12 overall at a distorted geometry, with wB97M-V/def2-TZVPD.

As for the structure (SMILES): CCOC(=O)C(F)(F)F.CCOC(=O)C(F)(F)F.CCOC(=O)C(F)(F)F.CCOC(=O)C(F)(F)F.CCOC(=O)C(F)(F)F.CCOC(=O)C(F)(F)F.CCN(CC)CC.CCN(CC)CC. As for the total energy: -114771.582 eV. The value obtained for the HOMO-LUMO gap is 8.96 eV. The net charge is 0. The value obtained for the HOMO energy is -8.3 eV.

Geometry as XYZ:
```
128
Properties=species:S:1:pos:R:3:lowdin_charge:R:1
C -3.726 -9.806 15.436 -0.058
C -3.016 -11.120 15.670 -0.177
O -3.613 -12.080 14.775 0.027
C -3.007 -13.226 14.577 -0.422
O -2.051 -13.634 15.156 0.171
C -3.780 -14.098 13.583 -0.556
F -4.437 -13.342 12.684 0.151
F -2.961 -14.903 12.937 0.193
F -4.720 -14.817 14.204 0.166
H -4.785 -9.923 15.674 0.063
H -3.687 -9.380 14.434 0.082
H -3.350 -9.020 16.094 0.083
H -3.144 -11.463 16.695 0.129
H -1.963 -11.072 15.389 0.129
C -10.439 -16.228 9.494 -0.043
C -9.868 -14.961 10.110 -0.184
O -9.803 -13.968 9.076 0.047
C -9.398 -12.767 9.374 -0.404
O -9.013 -12.437 10.466 0.151
C -9.507 -11.762 8.231 -0.552
F -10.781 -11.576 7.880 0.173
F -8.989 -10.595 8.590 0.179
F -8.843 -12.187 7.143 0.162
H -9.795 -16.621 8.713 0.084
H -11.455 -16.061 9.131 0.086
H -10.622 -16.921 10.317 0.050
H -8.858 -15.072 10.504 0.131
H -10.523 -14.646 10.924 0.123
C -14.937 -14.387 16.241 -0.049
C -14.724 -15.478 17.258 -0.200
O -13.412 -16.040 17.152 0.016
C -12.535 -15.754 18.109 -0.395
O -12.694 -14.939 18.961 0.173
C -11.187 -16.494 17.927 -0.572
F -11.295 -17.495 17.069 0.174
F -10.286 -15.637 17.482 0.174
F -10.827 -16.936 19.129 0.183
H -14.780 -14.740 15.221 0.070
H -14.271 -13.547 16.452 0.068
H -15.951 -13.984 16.233 0.085
H -15.362 -16.331 17.011 0.126
H -15.015 -15.189 18.267 0.126
C -4.093 -14.635 18.503 -0.037
C -4.454 -16.112 18.306 -0.175
O -5.292 -16.260 17.161 0.044
C -6.597 -16.213 17.321 -0.401
O -7.237 -15.754 18.213 0.181
C -7.378 -16.779 16.122 -0.525
F -8.198 -17.765 16.517 0.166
F -8.145 -15.781 15.642 0.141
F -6.622 -17.244 15.124 0.167
H -3.572 -14.427 19.436 0.085
H -4.966 -14.018 18.304 0.062
H -3.360 -14.316 17.751 0.068
H -5.051 -16.399 19.177 0.123
H -3.584 -16.758 18.258 0.127
C -8.452 -13.177 13.504 -0.052
C -7.565 -12.505 14.535 -0.192
O -7.979 -12.844 15.850 0.027
C -7.356 -12.277 16.865 -0.395
O -6.361 -11.627 16.769 0.163
C -8.055 -12.502 18.218 -0.535
F -9.117 -13.298 18.139 0.169
F -7.162 -12.988 19.080 0.171
F -8.496 -11.304 18.656 0.149
H -8.636 -14.208 13.815 0.064
H -7.994 -13.168 12.518 0.068
H -9.447 -12.734 13.444 0.062
H -7.588 -11.412 14.465 0.134
H -6.539 -12.805 14.303 0.110
C -10.817 -6.174 22.555 -0.065
C -10.149 -5.770 21.245 -0.196
O -9.153 -6.766 21.007 0.032
C -8.444 -6.637 19.896 -0.407
O -8.533 -5.737 19.117 0.167
C -7.481 -7.818 19.655 -0.527
F -6.262 -7.340 19.329 0.154
F -7.311 -8.574 20.747 0.167
F -7.916 -8.563 18.640 0.167
H -10.062 -6.241 23.341 0.080
H -11.325 -7.135 22.480 0.080
H -11.552 -5.475 22.956 0.079
H -9.699 -4.788 21.379 0.131
H -10.871 -5.783 20.430 0.130
C -11.857 -11.873 16.870 -0.072
C -11.328 -11.250 15.580 -0.238
N -11.318 -9.784 15.612 -0.183
C -10.433 -9.254 16.637 -0.260
C -10.808 -7.802 17.007 -0.062
C -10.994 -9.270 14.276 -0.254
C -12.244 -9.228 13.391 -0.079
H -11.167 -11.717 17.701 0.051
H -11.966 -12.956 16.814 0.048
H -12.769 -11.360 17.183 0.086
H -10.316 -11.652 15.424 0.103
H -11.979 -11.494 14.741 0.096
H -10.578 -9.765 17.588 0.095
H -9.367 -9.333 16.382 0.116
H -11.786 -7.796 17.483 0.077
H -10.083 -7.325 17.664 0.044
H -10.811 -7.187 16.105 0.063
H -10.160 -9.821 13.821 0.113
H -10.633 -8.247 14.403 0.099
H -12.130 -8.568 12.530 0.068
H -13.042 -8.776 13.979 0.076
H -12.498 -10.233 13.061 0.058
C -9.453 -18.208 13.396 -0.066
C -10.581 -17.481 14.133 -0.241
N -11.519 -16.945 13.144 -0.193
C -12.474 -15.951 13.668 -0.235
C -11.745 -14.706 14.180 -0.068
C -12.236 -17.973 12.371 -0.258
C -12.890 -19.162 13.095 -0.081
H -8.637 -18.548 14.032 0.058
H -9.039 -17.578 12.606 0.076
H -9.835 -19.093 12.881 0.065
H -11.118 -18.179 14.779 0.102
H -10.153 -16.639 14.670 0.084
H -13.156 -15.678 12.865 0.108
H -13.032 -16.441 14.479 0.104
H -10.862 -14.497 13.576 0.052
H -12.389 -13.834 14.033 0.069
H -11.513 -14.791 15.241 0.057
H -11.474 -18.348 11.685 0.086
H -13.024 -17.476 11.809 0.106
H -12.150 -19.799 13.585 0.063
H -13.398 -19.744 12.324 0.072
H -13.633 -18.944 13.865 0.070
```

=====

(2)
Computed, not measured: C35H52OP4SeTl as an isolated structure at a distorted geometry, with wB97M-V/def2-TZVPD.

Its energy above the lowest of the compared OMol25 structures with the same formula, charge and spin is 30.5 kcal per mole. As for the total energy: -146352.859 eV. The value obtained for the HOMO-LUMO gap (spin up / spin down) is 3.01 / 3.41 eV. The net charge is +3. The value obtained for the HOMO energy (spin up / spin down) is -15.2 / -15.2 eV.

Geometry as XYZ:
```
94
Properties=species:S:1:pos:R:3:lowdin_charge:R:1
Tl -0.191 -1.085 0.220 0.699
P 0.285 2.091 1.210 0.742
P -2.586 0.458 -0.418 0.718
P 2.525 -0.247 -0.442 0.725
H -1.475 -3.276 -8.683 0.066
C -0.605 -3.904 -8.417 -0.130
C -0.765 -5.161 -7.993 -0.058
H -1.770 -5.611 -7.892 0.066
C 0.387 3.730 0.368 -0.269
C -1.077 2.467 2.414 -0.254
C 1.781 2.231 2.298 -0.257
C -3.240 -0.646 -1.724 -0.262
C -3.839 0.258 0.904 -0.243
C -2.996 2.101 -1.069 -0.248
C 2.842 -1.498 -1.740 -0.259
C 3.664 -0.801 0.888 -0.231
C 3.426 1.193 -1.091 -0.250
H 0.388 -3.530 -8.724 0.061
H 0.090 -5.859 -7.925 0.066
H 0.411 4.487 1.156 0.063
H -0.488 3.864 -0.292 0.032
H 1.297 3.769 -0.255 0.042
H -0.722 3.233 3.122 0.065
H -1.316 1.549 2.972 0.009
H -2.003 2.811 1.922 0.046
H 1.654 3.101 2.965 0.067
H 2.719 2.337 1.723 0.041
H 1.859 1.319 2.906 0.013
H -4.327 -0.675 -1.679 0.069
H -2.857 -1.660 -1.567 0.032
H -2.918 -0.330 -2.721 0.046
H -4.744 0.848 0.702 0.074
H -3.417 0.606 1.861 0.028
H -4.102 -0.796 1.014 0.060
H -4.086 2.145 -1.178 0.079
H -2.512 2.244 -2.043 0.026
H -2.668 2.909 -0.403 0.042
H 3.900 -1.750 -1.748 0.069
H 2.534 -1.149 -2.730 0.042
H 2.265 -2.404 -1.524 0.039
H 4.685 -0.872 0.507 0.073
H 3.339 -1.787 1.247 0.056
H 3.647 -0.114 1.746 0.042
H 4.499 0.960 -1.105 0.080
H 3.260 2.080 -0.465 0.039
H 3.072 1.420 -2.103 0.026
C 0.147 0.217 -3.982 -0.624
C -0.245 -1.137 -3.944 -0.123
C -0.322 -1.901 -5.091 0.002
C 0.014 -1.341 -6.330 0.050
C 0.431 0.001 -6.396 0.009
C 0.502 0.777 -5.238 -0.056
Se 0.202 1.241 -2.465 0.988
H -0.326 -2.040 -1.398 0.014
H -0.467 -1.580 -2.969 0.017
H -0.643 -2.944 -5.035 0.136
H -0.055 -1.950 -7.225 0.082
H 0.716 0.474 -7.343 0.141
H 0.838 1.819 -5.276 0.125
O -0.154 -1.589 2.651 -0.479
P -0.194 -1.294 4.142 0.833
C 1.426 -0.625 4.647 -0.281
C 1.642 0.484 5.491 -0.079
C 2.935 0.777 5.933 -0.051
C 4.024 0.004 5.527 -0.043
C 3.824 -1.072 4.657 -0.061
C 2.539 -1.376 4.215 -0.099
C -1.770 -0.502 4.579 -0.289
C -1.941 0.590 5.447 -0.081
C -3.225 0.978 5.834 -0.049
C -4.352 0.306 5.360 -0.041
C -4.195 -0.756 4.461 -0.062
C -2.917 -1.142 4.059 -0.097
C -0.269 -2.762 5.188 -0.300
C -0.276 -4.036 4.626 -0.072
C -0.284 -5.129 5.489 -0.061
C -0.283 -4.955 6.872 -0.047
C -0.287 -3.670 7.423 -0.048
C -0.283 -2.555 6.583 -0.060
H 0.828 1.142 5.792 0.090
H 3.112 1.639 6.580 0.122
H 5.043 0.233 5.859 0.126
H 4.671 -1.655 4.291 0.120
H 2.375 -2.197 3.512 0.105
H -1.094 1.172 5.800 0.088
H -3.362 1.842 6.484 0.122
H -5.365 0.609 5.653 0.127
H -5.072 -1.254 4.037 0.121
H -2.789 -1.931 3.315 0.111
H -0.264 -4.152 3.535 0.109
H -0.281 -6.138 5.083 0.116
H -0.274 -5.822 7.547 0.126
H -0.286 -3.501 8.508 0.124
H -0.277 -1.535 7.009 0.120
```